No. 1
{
  "formula": "C29H36BN8S5Ti",
  "method": "ωB97M-V with the def2-TZVPD basis set",
  "species": ["Ti", "C", "C", "C", "C", "N", "C", "C", "N", "B", "N", "C", "C", "N", "C", "S", "C", "C", "C", "C", "N", "C", "C", "N", "C", "S", "C", "C", "C", "C", "C", "S", "H", "H", "H", "H", "H", "H", "H", "H", "H", "H", "H", "H", "H", "H", "H", "H", "H", "H", "H", "H", "H", "H", "H", "H", "H", "H", "H", "H", "H", "H", "H", "H", "H", "H", "S", "C", "C", "C", "C", "N", "C", "C", "C", "S", "C", "N", "H", "H"],
  "positions_angstrom": [[0.659827, 0.201658, -0.429968], [-1.665508, 5.588294, 0.227321], [-2.725355, 4.557845, -0.162067], [-2.576279, 4.098441, -1.611872], [-4.102262, 5.202654, -0.007285], [-2.638128, 3.380810, 0.747629], [-3.674169, 2.934701, 1.553200], [-3.262242, 1.795941, 2.134066], [-1.979023, 1.527069, 1.707808], [-1.386036, 0.142411, 2.114413], [0.174950, 0.063261, 1.931502], [0.933666, 0.897889, 2.757281], [2.115153, 0.309277, 2.984145], [2.140521, -0.901992, 2.313498], [0.964412, -1.036145, 1.628981], [0.529486, -2.238314, 0.502198], [3.261656, -1.881876, 2.343797], [2.735556, -3.198717, 2.917692], [3.867933, -2.082072, 0.953918], [4.355346, -1.342628, 3.262485], [-2.157463, -0.989316, 1.415355], [-2.622334, -2.097448, 2.086154], [-3.132073, -2.951014, 1.181217], [-2.984834, -2.364184, -0.067992], [-2.375491, -1.159542, 0.089978], [-1.901477, -0.044787, -1.109512], [-3.295166, -3.030533, -1.364257], [-1.991789, -3.264864, -2.129248], [-4.277696, -2.174177, -2.161263], [-3.950754, -4.380816, -1.083639], [-1.595576, 2.504030, 0.852465], [-0.059127, 2.667893, 0.127071], [-1.787089, 6.480480, -0.390016], [-0.662578, 5.194830, 0.085656], [-1.785996, 5.872081, 1.274852], [-2.680384, 4.965476, -2.267000], [-3.357433, 3.376804, -1.857900], [-1.610238, 3.635000, -1.792100], [-4.152448, 6.046563, -0.694505], [-4.265040, 5.585537, 1.001956], [-4.904886, 4.511080, -0.265135], [-4.606315, 3.454279, 1.650550], [-3.773884, 1.142484, 2.817807], [-1.609951, 0.011447, 3.299219], [0.552614, 1.846463, 3.087707], [2.956653, 0.677104, 3.536986], [1.936422, -3.598466, 2.296864], [2.357827, -3.049423, 3.931675], [3.546197, -3.928588, 2.950607], [3.168671, -2.557972, 0.272353], [4.751391, -2.716951, 1.054264], [4.162691, -1.124419, 0.525654], [3.995365, -1.181035, 4.280100], [4.777094, -0.415544, 2.871901], [5.153401, -2.083437, 3.303371], [-2.537008, -2.182313, 3.154206], [-3.582049, -3.912334, 1.328558], [-1.479524, -2.328860, -2.342516], [-2.212610, -3.768376, -3.072183], [-1.321856, -3.897158, -1.543889], [-3.848540, -1.206473, -2.405566], [-5.196588, -2.020078, -1.591168], [-4.526487, -2.694353, -3.088205], [-3.283606, -5.054762, -0.545408], [-4.183819, -4.843384, -2.042384], [-4.882596, -4.271750, -0.525328], [2.961825, 1.164211, -0.261090], [3.742706, 0.651915, -1.739753], [5.119047, 0.856692, -1.872909], [5.819202, 0.483876, -3.009523], [7.234280, 0.711727, -3.074380], [8.370645, 0.892250, -3.104493], [5.122297, -0.115543, -4.072675], [3.756944, -0.316947, -3.956344], [3.038469, 0.051500, -2.812499], [1.320258, -0.244656, -2.777535], [5.803711, -0.521995, -5.269147], [6.346768, -0.856741, -6.226910], [5.650394, 1.323459, -1.053334], [3.220329, -0.777453, -4.775461]],
  "forces_ev_per_a": [[0.10, 0.25, -0.43], [0.01, 0.00, -0.01], [0.02, 0.02, 0.06], [-0.01, -0.01, -0.01], [0.02, 0.02, 0.02], [0.00, 0.01, -0.05], [-0.04, -0.07, -0.01], [-0.03, 0.05, 0.03], [0.01, -0.03, -0.04], [0.07, -0.03, 0.08], [-0.07, -0.07, 0.00], [0.07, -0.10, 0.01], [-0.02, 0.10, 0.06], [-0.10, -0.06, 0.04], [0.12, 0.08, 0.13], [-0.08, -0.02, 0.00], [0.03, -0.01, -0.02], [-0.01, 0.02, -0.01], [0.04, -0.01, -0.01], [0.00, 0.01, 0.00], [-0.01, 0.02, -0.07], [0.01, -0.01, 0.01], [-0.02, 0.00, 0.08], [-0.01, -0.02, -0.06], [0.06, 0.04, 0.09], [0.02, 0.00, -0.07], [0.03, 0.01, 0.01], [0.01, 0.01, 0.01], [-0.01, -0.01, 0.00], [-0.01, 0.00, -0.01], [0.03, 0.03, 0.07], [0.00, -0.07, -0.04], [0.00, -0.01, 0.00], [0.00, 0.01, 0.00], [-0.01, 0.01, 0.00], [0.00, -0.01, -0.02], [0.00, 0.00, 0.00], [0.02, -0.01, 0.02], [-0.01, 0.00, 0.00], [0.00, -0.02, 0.01], [-0.01, 0.01, -0.02], [0.00, 0.00, 0.00], [0.01, 0.00, 0.01], [-0.02, -0.01, -0.01], [0.00, 0.01, 0.01], [0.00, 0.01, 0.00], [0.01, -0.02, 0.02], [0.00, 0.00, 0.01], [0.01, 0.01, 0.01], [-0.01, 0.01, -0.01], [-0.01, -0.02, -0.01], [0.00, -0.02, 0.03], [-0.01, 0.01, 0.01], [0.01, 0.00, 0.00], [0.00, 0.00, 0.00], [0.00, 0.00, 0.00], [-0.01, -0.01, -0.03], [0.00, -0.02, -0.01], [-0.01, 0.00, 0.00], [0.00, -0.01, 0.00], [0.01, 0.00, -0.01], [0.00, -0.01, 0.00], [-0.01, 0.02, 0.00], [0.01, 0.00, 0.01], [-0.01, 0.00, 0.00], [0.00, -0.01, 0.00], [-0.15, -0.10, -0.07], [0.03, 0.05, 0.05], [-0.06, 0.01, 0.07], [0.07, 0.01, -0.04], [-0.05, -0.05, -0.01], [0.00, 0.02, 0.00], [0.07, 0.01, -0.04], [-0.05, 0.00, 0.02], [-0.01, -0.03, -0.05], [-0.05, 0.01, 0.17], [0.01, 0.01, 0.08], [-0.02, 0.00, -0.02], [0.01, 0.00, -0.01], [0.00, 0.00, 0.00]],
  "multiplicity": 3,
  "de_lowest_kcal_mol": 0.0,
  "gap_ev": [5.461, 6.458],
  "total_charge": -1,
  "e_homo_ha": [-0.121, -0.158]
}


No. 2
{
  "formula": "C29H36BN8S5Ti",
  "method": "ωB97M-V with the def2-TZVPD basis set",
  "species": ["Ti", "C", "C", "C", "C", "N", "C", "C", "N", "B", "N", "C", "C", "N", "C", "S", "C", "C", "C", "C", "N", "C", "C", "N", "C", "S", "C", "C", "C", "C", "C", "S", "H", "H", "H", "H", "H", "H", "H", "H", "H", "H", "H", "H", "H", "H", "H", "H", "H", "H", "H", "H", "H", "H", "H", "H", "H", "H", "H", "H", "H", "H", "H", "H", "H", "H", "S", "C", "C", "C", "C", "N", "C", "C", "C", "S", "C", "N", "H", "H"],
  "positions_angstrom": [[0.136162, -0.882800, -0.298365], [0.650966, -4.236034, -0.200682], [0.025758, -4.409025, 1.179806], [1.174660, -4.466077, 2.191886], [-0.782126, -5.705179, 1.200300], [-0.871259, -3.298904, 1.583937], [-1.326544, -3.203805, 2.875103], [-2.053835, -2.075245, 2.985332], [-2.087501, -1.440287, 1.776792], [-2.541771, 0.013452, 1.760116], [-2.883256, 0.566526, 0.334595], [-4.143772, 0.364372, -0.167457], [-4.200913, 0.897405, -1.402105], [-2.951121, 1.425410, -1.672449], [-2.147045, 1.199081, -0.599796], [-0.470353, 1.610955, -0.462150], [-2.622757, 2.260010, -2.872371], [-2.311692, 3.681384, -2.414790], [-1.464732, 1.635550, -3.641645], [-3.843946, 2.298276, -3.790347], [-1.562414, 1.015741, 2.455866], [-2.035442, 2.258280, 2.805270], [-0.985229, 3.025889, 3.144626], [0.155892, 2.249966, 3.004152], [-0.218581, 1.010485, 2.584998], [0.792591, -0.339482, 2.269724], [1.499670, 2.889003, 3.159779], [1.572263, 4.036004, 2.147687], [2.677607, 1.958311, 2.901226], [1.593186, 3.414897, 4.592461], [-1.334135, -2.190719, 0.842323], [-1.822366, -2.281028, -0.860939], [1.373381, -5.047900, -0.321701], [1.224193, -3.307000, -0.297039], [-0.071839, -4.277490, -1.007484], [1.853224, -5.276614, 1.921161], [0.830256, -4.648280, 3.208941], [1.733654, -3.529589, 2.174737], [-0.138844, -6.541790, 0.924968], [-1.601976, -5.644485, 0.484373], [-1.198178, -5.907460, 2.188761], [-1.086388, -3.930063, 3.627976], [-2.523025, -1.654855, 3.856887], [-3.582582, 0.088282, 2.383250], [-4.887182, -0.168179, 0.394778], [-5.008715, 0.924128, -2.103577], [-1.432782, 3.705864, -1.777340], [-3.159354, 4.101380, -1.869717], [-2.119194, 4.305451, -3.288345], [-0.555869, 1.574794, -3.050465], [-1.280423, 2.244706, -4.528391], [-1.710965, 0.622544, -3.958370], [-4.696961, 2.795687, -3.326890], [-4.136137, 1.299789, -4.113425], [-3.568188, 2.863363, -4.679911], [-3.085394, 2.483530, 2.775063], [-0.948182, 4.045075, 3.474180], [1.427648, 3.654940, 1.136855], [2.555348, 4.504296, 2.206516], [0.823554, 4.805165, 2.335653], [2.680027, 1.547583, 1.895459], [2.712171, 1.124975, 3.598818], [3.572948, 2.570089, 3.037933], [0.818386, 4.147759, 4.815221], [2.560935, 3.895901, 4.737465], [1.505252, 2.592420, 5.302740], [0.527567, -1.156328, -2.724575], [2.229953, -1.035969, -3.010084], [2.744442, -1.092592, -4.312031], [4.102051, -1.006318, -4.562618], [4.566312, -1.054317, -5.926079], [4.921190, -1.103868, -7.018883], [5.000035, -0.871426, -3.492034], [4.501950, -0.828787, -2.198116], [3.137357, -0.904517, -1.937560], [2.555907, -0.811227, -0.282949], [6.416745, -0.765094, -3.710834], [7.550668, -0.678858, -3.886376], [2.056497, -1.204380, -5.139646], [5.192579, -0.732746, -1.370202]],
  "forces_ev_per_a": [[0.14, -0.16, -0.13], [0.11, 0.06, -0.03], [0.01, 0.11, 0.06], [0.09, -0.05, -0.01], [-0.03, -0.06, -0.01], [0.13, -0.06, -0.43], [-0.11, 0.17, 0.16], [0.10, -0.21, 0.14], [0.05, 0.08, -0.27], [-0.11, 0.13, -0.02], [-0.03, -0.19, 0.10], [-0.09, -0.02, -0.12], [0.05, -0.05, 0.10], [0.03, 0.26, -0.07], [0.22, 0.10, -0.04], [-0.35, -0.08, 0.10], [-0.09, -0.24, 0.06], [0.02, 0.05, 0.00], [0.01, 0.04, -0.06], [0.05, 0.03, -0.02], [0.00, -0.09, 0.04], [0.10, 0.15, 0.04], [-0.14, -0.08, -0.03], [0.10, 0.05, 0.08], [0.24, -0.28, -0.18], [-0.26, 0.02, -0.08], [-0.14, -0.08, -0.05], [0.05, 0.03, 0.00], [0.09, 0.06, 0.07], [0.04, 0.01, 0.00], [-0.49, -0.11, 0.36], [0.31, 0.38, 0.35], [-0.04, 0.01, -0.04], [-0.07, -0.05, 0.07], [-0.03, -0.01, -0.01], [0.00, 0.00, -0.01], [0.00, 0.00, 0.02], [-0.01, 0.03, 0.01], [0.00, -0.04, -0.01], [-0.02, 0.01, -0.02], [-0.01, 0.03, 0.02], [-0.01, -0.01, 0.02], [-0.04, 0.03, 0.02], [0.04, 0.00, 0.02], [-0.04, -0.01, 0.03], [-0.05, 0.02, -0.02], [0.04, -0.01, 0.04], [-0.02, 0.00, 0.01], [-0.01, 0.01, -0.03], [-0.03, 0.04, -0.03], [0.06, -0.01, -0.04], [-0.03, -0.02, -0.01], [-0.02, 0.00, 0.02], [0.00, -0.04, -0.01], [-0.01, 0.02, 0.00], [-0.05, 0.02, 0.00], [-0.02, 0.06, 0.02], [-0.01, -0.03, -0.01], [0.02, 0.00, 0.00], [-0.04, 0.00, 0.01], [0.00, 0.03, -0.04], [-0.01, 0.03, 0.01], [0.04, -0.03, -0.01], [-0.03, 0.02, 0.00], [0.01, 0.01, 0.01], [0.01, -0.02, 0.01], [0.06, -0.08, -0.32], [0.00, -0.02, 0.00], [-0.14, -0.01, 0.07], [0.09, 0.01, -0.28], [-0.02, -0.03, 0.25], [0.00, 0.02, -0.05], [0.24, 0.04, -0.03], [-0.01, 0.00, 0.11], [-0.08, 0.02, 0.18], [0.33, 0.04, -0.07], [-0.22, -0.04, -0.07], [0.05, 0.01, 0.04], [0.00, 0.01, -0.01], [-0.01, 0.02, 0.01]],
  "multiplicity": 3,
  "de_lowest_kcal_mol": 19.4,
  "gap_ev": [5.532, 6.658],
  "total_charge": -1,
  "e_homo_ha": [-0.121, -0.162]
}


No. 3
{
  "formula": "C29H36BaBrN10OP",
  "method": "ωB97M-V with the def2-TZVPD basis set",
  "species": ["Ba", "C", "N", "C", "C", "N", "C", "P", "C", "N", "C", "C", "N", "C", "C", "N", "C", "C", "N", "C", "H", "H", "H", "H", "H", "H", "H", "H", "H", "H", "H", "H", "H", "H", "H", "Br", "C", "C", "C", "C", "C", "C", "N", "C", "C", "C", "C", "C", "C", "N", "H", "H", "H", "H", "H", "H", "H", "H", "H", "C", "N", "C", "C", "O", "N", "C", "C", "H", "H", "H", "H", "H", "H", "H", "H", "H", "H", "H", "H"],
  "positions_angstrom": [[0.445147, -0.007561, -0.124326], [-4.966337, 0.022610, -2.424895], [-3.530476, -0.000994, -2.468002], [-2.785308, -0.234970, -3.577809], [-1.477808, -0.191748, -3.176272], [-1.417291, 0.062458, -1.847246], [-2.673069, 0.171372, -1.430878], [-3.284279, 0.849355, 0.149299], [-2.526887, -0.218214, 1.413542], [-1.285339, -0.672649, 1.507821], [-1.220974, -1.367524, 2.669561], [-2.437817, -1.330851, 3.292682], [-3.253508, -0.601381, 2.492651], [-4.640009, -0.316073, 2.748153], [-2.092799, 2.216342, 0.197447], [-0.775113, 2.120722, 0.134804], [-0.307667, 3.390463, 0.136622], [-1.356234, 4.267630, 0.200017], [-2.484418, 3.512580, 0.237615], [-3.836088, 3.999657, 0.262285], [-5.364083, -0.910483, -2.820623], [-5.352373, 0.847592, -3.024013], [-5.293681, 0.144061, -1.392283], [-3.227065, -0.417296, -4.537086], [-0.593001, -0.315011, -3.771420], [-0.312270, -1.847062, 2.978986], [-2.774080, -1.751073, 4.218587], [-4.939986, -0.800798, 3.675721], [-5.259948, -0.698920, 1.935076], [-4.807068, 0.758716, 2.847610], [0.742846, 3.589378, 0.101053], [-1.387883, 5.336961, 0.229455], [-3.919948, 4.845791, 0.941403], [-4.496805, 3.200515, 0.601634], [-4.142257, 4.318389, -0.735448], [0.469102, 4.847286, 6.193645], [1.015351, 3.851658, 4.671650], [0.383874, 2.649742, 4.368093], [0.791471, 1.918949, 3.271249], [1.836328, 2.370464, 2.460098], [2.432992, 3.602560, 2.761020], [2.030410, 4.333669, 3.856448], [2.187423, 1.629113, 1.341671], [3.368953, 1.695124, 0.863775], [3.755388, 1.110117, -0.407216], [5.038439, 1.361620, -0.906063], [5.381803, 0.896278, -2.163717], [4.443870, 0.162666, -2.874396], [3.210003, -0.075339, -2.281558], [2.859837, 0.387807, -1.092469], [-0.413723, 2.298258, 5.004524], [0.324739, 0.970649, 3.041946], [3.191326, 4.013748, 2.113821], [2.501487, 5.273302, 4.087304], [4.168515, 2.240527, 1.372307], [5.745905, 1.933634, -0.325673], [6.355347, 1.110056, -2.576434], [4.655488, -0.208085, -3.865222], [2.463056, -0.675783, -2.782660], [2.599386, -5.272538, -0.802432], [2.387202, -3.843108, -0.690965], [3.351220, -3.180645, 0.162736], [1.254891, -3.211910, -1.061073], [0.957525, -2.093816, -0.576001], [0.435690, -3.822553, -1.957126], [-0.945019, -3.399256, -2.041987], [0.889139, -4.595185, -3.097903], [3.091667, -5.619453, 0.104233], [3.240428, -5.523788, -1.648725], [1.655636, -5.801513, -0.897547], [4.350894, -3.479816, -0.150819], [3.210263, -3.469752, 1.207398], [3.253292, -2.099708, 0.084456], [-1.194784, -2.816443, -1.156761], [-1.581509, -4.283903, -2.084062], [-1.125133, -2.794730, -2.935424], [1.969423, -4.668968, -3.114966], [0.578284, -4.094746, -4.019397], [0.457995, -5.598174, -3.097506]],
  "forces_ev_per_a": [[1.78, 2.00, 0.38], [-0.78, 0.01, -0.05], [0.46, -0.14, 0.06], [0.31, -0.07, -0.22], [-0.32, -0.01, -0.27], [-1.10, 0.11, -0.61], [-0.16, 0.07, 0.04], [0.45, -0.06, -0.02], [-0.22, 0.04, -0.09], [-1.50, -0.39, 0.99], [-0.17, -0.15, 0.28], [0.35, -0.17, 0.20], [0.43, -0.10, -0.19], [-0.82, 0.18, 0.10], [-0.26, 0.11, 0.11], [-1.46, 1.61, 0.33], [-0.21, 0.43, 0.02], [0.35, 0.16, -0.03], [0.46, -0.33, 0.08], [-0.66, 0.28, -0.05], [-0.01, 0.00, 0.05], [0.02, -0.01, 0.06], [-0.03, -0.02, -0.20], [-0.10, -0.01, -0.16], [0.11, -0.05, -0.13], [0.09, -0.14, 0.16], [-0.08, -0.08, 0.17], [0.05, 0.03, -0.08], [0.03, 0.04, 0.13], [0.03, -0.13, 0.01], [0.24, 0.21, 0.00], [-0.01, 0.24, -0.01], [0.03, -0.05, 0.02], [0.03, 0.20, -0.04], [-0.02, -0.02, 0.06], [0.09, -0.20, -0.32], [-0.13, 0.01, 0.05], [0.04, 0.23, 0.28], [0.32, -0.04, -0.32], [-0.17, 0.81, 1.06], [-0.13, -0.37, -0.20], [-0.17, 0.01, 0.35], [0.71, -0.35, -0.87], [-0.16, 0.42, 0.82], [0.75, -0.20, -0.79], [-0.37, -0.01, 0.20], [-0.24, -0.13, -0.05], [0.04, 0.09, 0.10], [0.18, -0.07, -0.16], [0.99, 0.31, -0.12], [-0.05, -0.08, 0.03], [-0.11, -0.03, 0.02], [0.11, 0.05, -0.09], [0.07, 0.17, 0.01], [-0.07, 0.02, 0.07], [0.03, 0.07, 0.10], [0.08, -0.02, -0.06], [0.01, -0.07, -0.04], [-0.08, -0.08, -0.19], [0.00, -0.37, -0.14], [-0.17, 0.21, -0.04], [0.11, 0.35, 0.08], [0.37, -1.06, -0.33], [0.71, -3.43, -0.65], [0.05, 0.22, 0.16], [-0.17, 0.10, 0.12], [0.12, -0.16, -0.15], [-0.03, 0.00, 0.04], [0.02, -0.05, 0.05], [-0.04, 0.00, -0.03], [0.03, 0.07, 0.05], [0.01, -0.02, -0.01], [0.05, -0.08, -0.05], [-0.11, -0.07, -0.11], [-0.04, 0.01, -0.02], [0.00, -0.04, 0.06], [0.03, -0.02, -0.02], [-0.03, 0.01, 0.05], [0.05, 0.01, 0.01]],
  "de_lowest_kcal_mol": 41.9,
  "gap_ev": 7.415,
  "total_charge": 2,
  "e_homo_ha": -0.471
}